(1)
Below is a molecular structure, C35H95HgN8O9, with properties calculated with the ωB97M-V functional and the def2-TZVPD basis.

```
! RIJCOSX wB97M-V def2-TZVPD def2/J DEFGRID3
* xyz 1 1
Hg 5.534 -10.686 9.621
C 1.378 -11.814 10.387
C 2.039 -10.510 9.942
C 2.145 -9.440 11.047
O 3.295 -10.677 9.315
H 1.975 -12.261 11.181
H 1.221 -12.504 9.558
H 0.425 -11.702 10.904
H 1.288 -10.151 9.239
H 2.817 -9.686 11.869
H 1.142 -9.236 11.422
H 2.505 -8.529 10.570
C 7.938 -8.602 12.348
C 6.741 -9.524 12.333
C 6.138 -9.666 13.681
O 5.057 -10.625 13.651
C 4.070 -10.371 14.643
N 5.737 -8.973 11.382
H 8.325 -8.493 11.335
H 8.693 -9.162 12.900
H 7.841 -7.635 12.841
H 7.029 -10.473 11.880
H 5.852 -8.676 14.038
H 6.820 -9.994 14.465
H 3.496 -11.295 14.706
H 3.402 -9.534 14.439
H 4.459 -10.326 15.660
H 6.014 -8.009 11.264
H 4.860 -8.808 11.854
C 3.858 -15.505 6.092
C 3.187 -14.741 7.185
C 3.460 -15.294 8.625
O 2.990 -16.587 8.869
C 2.806 -16.797 10.271
N 3.509 -13.357 7.072
H 3.673 -16.578 6.054
H 4.930 -15.326 6.175
H 3.550 -15.151 5.108
H 2.120 -14.912 7.043
H 2.940 -14.577 9.261
H 4.530 -15.308 8.831
H 3.676 -16.626 10.904
H 2.505 -17.829 10.451
H 2.084 -16.098 10.694
H 3.108 -12.915 7.886
H 4.501 -13.239 7.224
C 3.658 -6.188 12.113
C 4.869 -5.285 12.002
C 5.461 -4.819 13.380
O 6.688 -4.100 13.033
C 7.531 -3.948 14.096
N 5.899 -6.040 11.295
H 3.243 -6.477 11.148
H 2.893 -5.670 12.691
H 3.909 -7.119 12.621
H 4.683 -4.438 11.341
H 5.594 -5.675 14.042
H 4.873 -4.075 13.917
H 7.796 -4.886 14.584
H 7.049 -3.349 14.869
H 8.450 -3.436 13.810
H 5.829 -5.775 10.323
H 6.683 -5.522 11.665
C 1.980 -10.955 4.431
C 3.269 -10.103 4.779
C 3.117 -8.626 4.603
O 2.558 -8.318 3.296
C 2.539 -6.901 2.971
N 3.807 -10.503 6.099
H 2.144 -12.033 4.411
H 1.752 -10.659 3.407
H 1.157 -10.681 5.091
H 3.998 -10.338 4.004
H 3.984 -7.996 4.801
H 2.380 -8.291 5.333
H 3.580 -6.588 3.042
H 1.926 -6.314 3.655
H 2.227 -6.655 1.956
H 3.941 -11.503 6.125
H 3.055 -10.414 6.767
C 6.900 -13.604 12.355
C 5.505 -13.585 11.789
C 4.506 -13.912 12.822
O 3.224 -14.134 12.272
C 2.216 -14.666 13.078
N 5.044 -12.242 11.419
H 7.334 -14.582 12.564
H 6.911 -13.012 13.270
H 7.537 -13.112 11.620
H 5.475 -14.301 10.967
H 4.422 -13.237 13.674
H 4.822 -14.856 13.267
H 2.623 -15.503 13.646
H 1.356 -14.920 12.459
H 1.936 -13.866 13.763
H 5.102 -11.638 12.226
H 4.044 -12.356 11.328
C -2.951 -8.193 10.574
C -2.575 -9.252 11.569
C -2.710 -10.705 10.966
O -4.040 -10.858 10.442
C -4.365 -12.096 9.844
N -1.220 -8.985 12.003
H -2.217 -8.304 9.775
H -2.903 -7.177 10.965
H -3.959 -8.375 10.199
H -3.322 -9.228 12.363
H -2.467 -11.370 11.795
H -1.966 -10.902 10.195
H -3.852 -12.217 8.889
H -5.423 -12.037 9.589
H -4.310 -12.999 10.451
H -0.680 -8.497 11.303
H -1.377 -8.218 12.641
C 4.346 -7.572 8.624
C 5.658 -7.810 7.878
C 6.946 -7.256 8.544
O 6.802 -5.793 8.550
C 7.907 -5.068 9.005
N 5.869 -9.280 7.745
H 3.508 -8.037 8.105
H 4.175 -6.497 8.672
H 4.326 -7.903 9.663
H 5.489 -7.516 6.842
H 7.801 -7.661 8.003
H 7.125 -7.590 9.567
H 7.962 -4.818 10.064
H 7.886 -4.105 8.494
H 8.772 -5.673 8.732
H 5.144 -9.652 7.149
H 6.696 -9.417 7.182
C 0.716 -3.029 6.783
C 1.904 -4.056 6.695
C 1.308 -5.499 6.428
O 0.249 -5.901 7.330
C -0.032 -7.283 7.321
N 2.813 -3.590 5.633
H 0.156 -2.974 5.849
H 1.061 -2.005 6.928
H 0.066 -3.313 7.610
H 2.511 -3.984 7.598
H 2.158 -6.181 6.414
H 0.853 -5.580 5.441
H -0.392 -7.551 6.327
H -0.777 -7.634 8.035
H 0.915 -7.792 7.501
H 3.281 -2.765 5.980
H 3.638 -4.173 5.636
*
```

Atom charges from the Löwdin analysis, given in e for atoms 1 to 6: atom 1 (Hg): 1.170, atom 2 (C): -0.053, atom 3 (C): -0.568, atom 4 (C): -0.047, atom 5 (O): -0.417, atom 6 (H): 0.048

(2)
Below is 11 unconnected molecules or ions with the total composition C35H96F3N12O13S, with properties calculated with the ωB97M-V functional and the def2-TZVPD basis.

```
! RIJCOSX wB97M-V def2-TZVPD def2/J DEFGRID3
* xyz -1 1
C -0.999 1.048 -0.951
F -1.571 1.892 -0.162
F -1.816 0.019 -1.021
F -0.755 1.625 -2.116
S 0.776 0.485 -0.181
O 1.256 1.825 0.347
O 0.510 -0.606 0.833
O 1.595 0.081 -1.333
C 5.844 -3.209 -1.854
O 6.768 -3.930 -1.522
N 5.956 -2.207 -2.615
N 4.621 -3.487 -1.724
H 6.897 -1.844 -2.658
H 5.105 -1.665 -2.641
H 4.307 -4.372 -1.351
H 4.020 -2.683 -1.838
C -0.446 -1.095 5.939
O -0.892 -0.789 6.990
N -0.507 -2.189 5.253
N 0.228 -0.151 5.193
H -0.024 -2.199 4.367
H -1.038 -2.979 5.591
H 0.225 0.800 5.533
H 0.295 -0.378 4.211
C -6.440 9.056 -5.477
C -6.997 7.684 -5.136
C -6.116 7.082 -4.071
O -6.602 5.699 -3.947
C -6.221 5.090 -2.712
N -8.382 7.812 -4.659
H -6.819 9.571 -6.360
H -5.383 9.151 -5.728
H -6.809 9.710 -4.687
H -7.012 7.004 -5.988
H -6.258 7.631 -3.139
H -5.131 6.925 -4.509
H -6.614 4.085 -2.557
H -6.592 5.734 -1.914
H -5.135 5.009 -2.677
H -8.480 7.043 -4.011
H -8.915 7.468 -5.444
C 9.480 -3.157 6.145
C 8.993 -1.893 6.938
C 7.550 -1.436 6.696
O 7.046 -1.525 5.333
C 5.801 -1.008 5.164
N 9.212 -2.058 8.334
H 8.625 -3.829 6.077
H 10.331 -3.719 6.529
H 9.595 -2.938 5.084
H 9.634 -1.092 6.570
H 7.417 -0.404 7.022
H 6.748 -1.963 7.212
H 5.228 -1.692 5.789
H 5.511 -1.188 4.129
H 5.638 -0.020 5.596
H 9.144 -1.174 8.817
H 8.416 -2.571 8.686
C -0.280 4.819 -8.389
C -0.346 5.789 -7.184
C 0.404 5.265 -5.951
O 0.363 6.252 -4.967
C 0.745 5.812 -3.637
N 0.251 7.003 -7.604
H -0.870 5.202 -9.222
H -0.779 3.857 -8.268
H 0.730 4.651 -8.762
H -1.408 5.914 -6.974
H 1.403 5.017 -6.311
H -0.119 4.363 -5.632
H 1.733 5.352 -3.614
H -0.072 5.338 -3.093
H 0.776 6.744 -3.072
H -0.219 7.362 -8.423
H 1.203 6.899 -7.923
C -5.413 -4.874 0.300
C -5.768 -6.096 1.257
C -7.201 -5.970 1.850
O -7.493 -7.069 2.779
C -8.858 -7.370 3.032
N -5.549 -7.417 0.549
H -6.088 -4.861 -0.556
H -4.499 -5.083 -0.255
H -5.357 -3.909 0.805
H -5.010 -6.106 2.039
H -7.844 -5.895 0.973
H -7.290 -5.039 2.410
H -9.399 -6.559 3.520
H -8.990 -8.065 3.861
H -9.311 -7.586 2.064
H -4.611 -7.789 0.602
H -6.046 -8.082 1.125
C 8.254 3.357 2.038
C 6.983 3.113 1.193
C 7.000 1.822 0.336
O 8.088 1.622 -0.630
C 8.023 2.551 -1.707
N 5.784 3.260 2.088
H 9.055 3.934 1.576
H 8.712 2.428 2.377
H 8.146 4.074 2.852
H 6.867 3.960 0.516
H 6.052 1.617 -0.161
H 7.057 0.957 0.997
H 7.323 2.274 -2.495
H 9.013 2.455 -2.152
H 7.932 3.592 -1.396
H 4.869 2.971 1.772
H 5.882 2.524 2.773
C -2.833 4.053 5.314
C -3.134 3.697 3.908
C -4.550 3.289 3.571
O -4.994 1.946 4.061
C -4.417 0.862 3.372
N -2.634 4.725 3.061
H -3.121 3.303 6.050
H -3.437 4.913 5.603
H -1.772 4.172 5.531
H -2.596 2.770 3.713
H -4.670 3.325 2.488
H -5.283 3.987 3.974
H -3.351 0.882 3.602
H -4.731 1.049 2.346
H -4.964 -0.026 3.688
H -2.245 4.308 2.227
H -1.946 5.338 3.475
C -4.917 -0.333 -5.407
C -4.365 -1.184 -6.548
C -3.008 -1.876 -6.143
O -2.673 -2.845 -7.172
C -1.447 -3.561 -6.816
N -5.372 -2.005 -7.050
H -4.224 0.482 -5.201
H -4.930 -0.941 -4.503
H -5.932 0.046 -5.533
H -4.114 -0.471 -7.333
H -3.306 -2.469 -5.279
H -2.185 -1.223 -5.854
H -0.729 -3.037 -6.186
H -0.896 -4.111 -7.579
H -1.757 -4.397 -6.188
H -5.051 -2.783 -7.608
H -5.847 -2.413 -6.258
C 4.368 -6.286 3.769
C 3.026 -6.956 3.968
C 2.597 -7.722 2.749
O 2.411 -7.050 1.460
C 1.263 -6.256 1.537
N 3.094 -7.780 5.162
H 4.703 -5.565 4.514
H 4.144 -5.696 2.881
H 5.139 -6.927 3.342
H 2.188 -6.303 4.214
H 1.689 -8.289 2.955
H 3.339 -8.484 2.511
H 1.297 -5.488 0.764
H 1.160 -5.640 2.430
H 0.324 -6.771 1.335
H 2.212 -8.252 5.301
H 3.827 -8.469 5.080
*
```

Atom charges from the Löwdin analysis, given in e for atoms 1 to 6: atom 1 (C): -0.716, atom 2 (F): 0.146, atom 3 (F): 0.127, atom 4 (F): 0.127, atom 5 (S): 0.550, atom 6 (O): -0.419

| no. | F_max (eV/Å) | frontier orbital gap (eV) | E_LUMO (eV) |
| --- | --- | --- | --- |
| 1 | 3.94 | 7.04 | -3.5 |
| 2 | 7.22 | 8.37 | 1.8 |